Molecular formula: C8H7ClN3S
Method: DFT, the ωB97M-V functional and the def2-TZVPD basis

Values from the calculation:
HOMO (spin up / spin down), Ha: -0.4613 / -0.4613
Strongest force on any atom, eV Å⁻¹: 3.39
Electronic energy, eV: -36228.30241
Total charge: +1

Structure (XYZ):
```
20
C8H7ClN3S the ωB97M-V functional and the def2-TZVPD basis
C -0.42 1.69 -2.64
C 0.00 0.71 -1.77
C -1.34 2.63 -2.18
C -1.40 1.68 -0.10
C -0.79 -0.93 1.51
C -0.50 0.67 -0.47
C -0.10 -0.36 0.48
C 1.18 -1.91 1.40
N -1.79 2.60 -0.95
N 1.12 -0.99 0.45
N 0.03 -1.87 2.07
S 3.59 -2.56 2.13
Cl 3.43 -4.19 3.21
H -0.06 1.73 -3.66
H 0.69 -0.05 -2.12
H -1.73 3.41 -2.82
H -1.80 1.75 0.90
H -1.78 -0.75 1.86
H 1.89 -0.79 -0.18
H -0.21 -2.46 2.85
```